1.
{
  "formula": "C14H10F6N6O5S2Sc",
  "method": "ωB97M-V/def2-TZVPD",
  "lumo_energy_ha": -0.145,
  "e_tot_ha": -3400.43927,
  "largest_force_ev_per_a": 0.41,
  "total_charge": 1,
  "multiplicity": 1,
  "gap_ev": 7.63,
  "symbols": ["Sc", "C", "C", "O", "N", "C", "C", "C", "C", "C", "C", "N", "H", "H", "H", "H", "H", "H", "H", "H", "H", "H", "F", "C", "F", "F", "S", "O", "O", "N", "S", "O", "O", "C", "F", "F", "F", "N", "C", "C", "C", "N", "C", "N"],
  "coordinates": [[-0.033081, -0.738106, -0.293459], [0.916574, -3.324411, 3.106064], [0.302117, -2.074040, 2.582720], [0.113800, -1.940551, 1.345503], [-0.056925, -1.107816, 3.411132], [-0.711449, 0.124083, 2.967003], [0.241934, 1.122055, 2.352701], [0.735353, 2.183287, 3.085353], [1.611090, 3.078835, 2.483310], [1.963991, 2.894151, 1.158979], [1.421218, 1.818302, 0.482102], [0.584015, 0.944513, 1.063293], [0.255091, -4.154723, 2.856557], [1.084825, -3.300425, 4.179519], [1.860057, -3.485560, 2.585682], [0.114216, -1.241901, 4.395654], [-1.190405, 0.563413, 3.839045], [-1.512072, -0.140347, 2.271351], [0.428686, 2.313469, 4.114262], [2.004688, 3.916301, 3.043511], [2.635297, 3.564430, 0.641552], [1.657839, 1.664155, -0.564328], [-0.586500, -0.967427, -3.723898], [-0.853533, 0.312374, -4.009564], [0.279387, 0.965898, -4.199608], [-1.619154, 0.386185, -5.073375], [-1.727720, 1.028120, -2.543412], [-0.717275, 0.809990, -1.472578], [-2.065348, 2.373550, -2.795726], [-2.968938, 0.103559, -2.349533], [-3.061231, -1.268364, -1.617246], [-3.482315, -2.356964, -2.410381], [-1.877999, -1.531478, -0.736029], [-4.356060, -0.930944, -0.345044], [-5.465607, -0.545408, -0.935706], [-4.561120, -2.032488, 0.357644], [-3.915685, 0.031314, 0.470721], [1.702876, -1.078353, -1.311323], [2.414817, -0.634128, -2.139140], [3.255642, 0.084836, -2.916924], [3.897918, -0.417265, -4.078378], [4.418843, -0.831998, -5.015053], [3.412609, 1.405365, -2.409590], [3.449534, 2.414512, -1.853360]],
  "atomic_forces_ev_per_a": [[-0.15, 0.07, 0.25], [-0.01, 0.02, -0.01], [0.01, 0.03, -0.05], [-0.05, 0.03, 0.04], [0.05, -0.05, 0.00], [-0.06, -0.03, 0.09], [0.03, 0.01, 0.00], [-0.04, -0.06, -0.01], [0.03, 0.02, -0.02], [-0.01, 0.01, 0.03], [-0.08, -0.02, 0.03], [-0.02, -0.04, -0.08], [0.02, -0.01, 0.00], [-0.01, 0.01, 0.00], [0.00, -0.03, 0.01], [-0.01, 0.02, 0.00], [0.02, 0.01, -0.01], [0.04, 0.01, -0.03], [0.01, 0.01, 0.00], [-0.01, 0.00, 0.01], [0.01, -0.04, -0.04], [-0.03, 0.03, 0.11], [0.01, -0.02, 0.00], [-0.06, 0.14, -0.03], [-0.04, -0.02, 0.01], [0.03, -0.01, 0.04], [-0.06, -0.18, 0.01], [-0.01, 0.03, -0.04], [-0.03, 0.05, -0.06], [0.10, -0.03, 0.01], [0.03, 0.16, 0.27], [0.01, -0.08, -0.06], [0.03, 0.01, -0.20], [-0.07, 0.02, -0.08], [0.02, -0.01, 0.05], [0.02, -0.01, -0.02], [0.03, 0.02, -0.01], [0.01, -0.29, -0.28], [0.12, 0.12, 0.32], [0.02, 0.05, -0.13], [-0.01, -0.02, -0.01], [-0.01, -0.01, -0.02], [0.14, 0.01, 0.05], [0.01, 0.04, -0.13]]
}


2.
{
  "formula": "C11H12F10N2O5",
  "method": "ωB97M-V/def2-TZVPD",
  "lumo_energy_ha": 0.007,
  "smiles": "O=C(NCCO)C(F)(F)C(F)(F)C(F)(F)O[C@@](F)(C(=O)NCCO)C(F)(F)F",
  "e_tot_ha": -1910.23103,
  "largest_force_ev_per_a": 18.64,
  "multiplicity": 1,
  "gap_ev": 9.38,
  "symbols": ["O", "C", "N", "H", "C", "C", "O", "H", "H", "H", "H", "H", "C", "F", "F", "C", "F", "F", "C", "F", "F", "O", "C", "F", "C", "F", "F", "F", "C", "O", "N", "C", "C", "H", "H", "O", "H", "H", "H", "H"],
  "coordinates": [[0.328284, 0.916942, -1.017876], [0.950426, 1.366279, -0.255657], [2.192422, 0.885748, 0.165116], [2.668499, 1.493792, 0.958723], [2.885368, -0.034762, -0.421576], [3.587924, -0.697355, 1.026885], [4.433541, 0.264308, 1.754139], [5.328425, 0.229626, 0.937898], [2.939750, -1.050236, 1.668391], [4.067395, -1.703775, 0.646143], [3.789091, -0.050068, -0.912679], [2.341438, -0.874311, -0.677665], [0.524014, 2.850334, 0.390701], [1.296496, 3.705295, 0.179960], [0.865227, 2.626800, 1.759178], [-0.936771, 3.061471, 0.448404], [-1.249573, 3.524653, -0.950259], [-1.360967, 4.061486, 1.190708], [-1.826136, 1.582245, 0.524539], [-2.939053, 2.086956, 1.365811], [-2.176296, 1.253370, -0.650885], [-1.031575, 0.824887, 1.524630], [-1.457886, -0.618722, 1.424567], [-2.840618, -0.646165, 1.519435], [-0.789367, -1.225282, 2.520639], [-1.675414, -0.590289, 3.689182], [-1.214398, -2.234188, 2.719427], [0.379693, -0.955888, 2.860705], [-0.822346, -1.232647, 0.277868], [0.239040, -1.686127, 0.329853], [-1.539274, -1.572253, -0.921486], [-1.002261, -1.897112, -2.279064], [-2.254962, -2.132647, -3.119885], [-1.886209, -2.156617, -4.194207], [-2.876045, -2.849285, -2.840425], [-3.036483, -1.151684, -3.037757], [-2.523005, -0.201963, -3.516153], [-0.636481, -2.871916, -1.774260], [-0.329630, -1.204490, -2.502118], [-2.412284, -1.096409, -0.810950]],
  "atomic_forces_ev_per_a": [[-8.83, -6.82, -11.07], [9.19, 7.61, 9.57], [-3.32, 9.38, 3.91], [-1.24, -1.80, -2.19], [3.56, -6.40, 4.54], [3.81, -0.27, -4.80], [3.47, -1.77, -5.86], [-3.79, 0.74, 4.25], [-4.06, -1.08, 3.20], [0.22, 2.00, 0.81], [1.79, 1.71, -2.21], [-1.47, -1.57, -1.15], [-2.57, -10.12, 5.17], [6.02, 9.02, -4.64], [-0.90, -0.87, 1.37], [-2.93, -0.26, -4.65], [0.59, -0.86, 2.28], [0.29, -0.80, 0.45], [1.55, 6.28, 6.63], [1.48, -1.74, -2.58], [-0.81, -1.49, 0.00], [-2.93, -2.01, -4.05], [-1.39, 6.09, -0.96], [1.87, -0.67, -0.56], [-0.57, 13.49, 4.30], [1.31, 1.44, -0.47], [-3.81, -18.19, 1.54], [3.20, 0.45, 0.11], [-4.64, -2.43, -7.99], [6.36, -1.28, 2.06], [-1.51, 3.35, 3.83], [-3.15, -5.95, 5.73], [7.72, -0.77, -3.59], [-0.18, -1.35, 0.79], [-1.56, -4.67, 1.24], [-3.23, 12.04, -1.75], [-2.54, -4.13, 2.32], [0.89, 0.82, -2.67], [3.00, 2.77, -1.73], [-0.87, 0.10, -1.18]]
}